Entry from OMol25: a 2-piece molecular cluster, C4H6NO2 overall in a non-equilibrium geometry (ωB97M-V/def2-TZVPD).

Structure (XYZ):
```
13
Properties=species:S:1:pos:R:3:forces:R:3
C 1.61243 -0.58852 -0.08197 -1.23 -1.06 0.88
C 2.97075 -0.86204 0.17455 0.85 0.28 -1.63
C 1.17717 0.73497 -0.22965 0.31 0.45 0.89
C -3.01478 -0.16946 0.01366 0.66 -0.07 -2.61
N 0.90289 1.84458 0.01979 -0.54 0.12 -1.09
O 0.48914 3.02781 -0.13003 0.24 -0.22 0.30
O 3.93829 -0.10182 -0.10467 -0.87 -0.76 0.86
H 0.77202 -1.31117 0.18191 1.45 0.75 -0.35
H 3.20741 -1.91911 0.48028 -0.24 0.44 0.16
H -2.55378 0.37226 0.80506 -0.35 0.01 1.11
H -3.54711 0.50761 -0.65459 0.53 0.58 -0.13
H -3.77770 -0.91008 0.08416 -0.26 -0.84 1.43
H -2.17673 -0.62504 -0.55849 -0.55 0.33 0.19
```
Forces are in eV/Å.

Results
E_LUMO in eV: 3.60
Total charge: -1
Kohn-Sham gap in eV: 6.64
Energy relative to the best compared isomer or geometry (same formula, charge and spin) in kcal per mole: 83.8

Listed below, in e, are the Löwdin charges computed for each atom: number 1, C, carries -0.182; number 2, C, carries -0.432; number 3, C, carries -0.087; number 4, C, carries -0.046; number 5, N, carries -0.131; number 6, O, carries -0.183; number 7, O, carries -0.137; number 8, H, carries 0.070; number 9, H, carries 0.084; number 10, H, carries 0.010; number 11, H, carries 0.011; number 12, H, carries -0.005; number 13, H, carries 0.027